Computed, not measured: C2H3ClS in the gas phase, with the ωB97M-V functional and the def2-TZVPD basis.

```
! wB97M-V def2-TZVPD RIJCOSX def2/J DEFGRID3
* xyz 0 1
Cl 1.35 -1.18 2.01
C 0.05 -1.00 0.85
C -0.11 0.51 0.20
S -1.49 -0.14 1.24
H -0.22 -1.80 0.11
H 0.39 1.39 0.66
H -0.40 0.52 -0.89
*
```

Calculated values
**ΔE to the lowest compared entry with this formula, charge and spin**: 55.1 kJ/mol
**LUMO energy**: 0.810 eV
**SMILES string**: Cl[C@@H]1CS1
**Maximum force**: 3.72 eV Å⁻¹